1.
15
Properties=species:S:1:pos:R:3:forces:R:3:nbo_charge:R:1 method="wB97M-V/def2-TZVPD" orbital_gap_ev=9.31 e_lumo_ev=0.86 e_tot_ev=-10418.0690 de_lowest_kcal_mol=67.7 homo_energy_ev=-8.453 total_charge=0
C 0.12086 0.20513 -1.52659 0.04 0.01 -0.01 -0.67
C -0.20200 -0.68060 -0.36945 0.36 0.00 0.06 0.28
O -1.53006 -1.01437 -0.32927 -0.05 -0.16 0.15 -0.68
C 0.66152 -1.12300 0.55028 -0.40 -0.07 -0.14 -0.02
O 2.02048 -0.96046 0.41520 0.11 0.09 0.11 -0.70
C 0.74484 1.77101 1.56112 1.29 -0.23 0.28 0.53
O 1.83037 1.51097 1.78831 -1.33 0.44 -0.19 -0.54
H -0.52328 1.09164 -1.48883 0.09 -0.13 0.00 0.23
H 1.16668 0.51544 -1.49593 -0.14 -0.07 0.01 0.24
H -0.07470 -0.30302 -2.47678 0.02 0.03 0.14 0.23
H -2.61322 1.08722 0.12458 0.00 0.12 0.02 0.01
H -1.65856 -1.69033 0.34978 -0.06 0.12 -0.09 0.48
H 0.31391 -1.69606 1.41432 0.08 0.00 -0.18 0.16
H 2.36565 -0.53053 1.20939 0.01 -0.10 -0.17 0.48
H -2.62248 1.81693 0.27388 -0.03 -0.04 0.00 -0.02

---

2.
31
Properties=species:S:1:pos:R:3:forces:R:3:nbo_charge:R:1 method="wB97M-V/def2-TZVPD" orbital_gap_ev=9.50 e_lumo_ev=0.79 e_tot_ev=-38330.9270 homo_energy_ev=-8.706 smiles=FC(F)C(F)(F)C(F)(F)C(F)(F)c1cc(-c2ccccc2)n[nH]1 total_charge=0
F -2.14348 -4.54192 -0.26441 -0.04 0.07 -0.43 -0.32
C -1.95492 -4.28916 1.03710 -0.48 0.06 0.48 0.52
F -0.90774 -5.01955 1.44432 0.36 -0.03 0.26 -0.31
C -1.65117 -2.78619 1.27601 0.07 -0.22 0.15 0.57
F -1.65130 -2.57454 2.60961 -0.24 -0.20 0.02 -0.30
F -0.41416 -2.47521 0.84796 0.00 -0.11 -0.24 -0.30
C -2.71160 -1.84901 0.62335 -0.09 0.16 -0.03 0.58
F -3.00674 -0.85172 1.48612 0.15 0.14 -0.09 -0.31
F -3.86109 -2.53848 0.45865 0.10 -0.19 -0.16 -0.31
C -2.26207 -1.20285 -0.73021 -0.21 -0.13 0.12 0.64
F -1.72302 -2.15759 -1.51572 0.18 0.02 0.12 -0.30
F -3.39891 -0.79299 -1.35490 -0.06 0.23 0.21 -0.32
C -1.32501 -0.06023 -0.53757 0.16 0.15 -0.22 0.03
C 0.03593 0.02896 -0.71774 -0.48 0.17 0.11 -0.27
C 0.35141 1.37023 -0.39555 -0.73 -0.57 -0.05 0.09
C 1.65241 2.02143 -0.41377 0.43 0.36 0.03 0.00
C 1.74061 3.38977 -0.15733 -0.01 -0.16 -0.04 -0.20
C 2.96658 4.02518 -0.17231 0.04 0.04 0.01 -0.21
C 4.12049 3.30640 -0.44241 0.07 0.01 0.00 -0.21
C 4.04134 1.94707 -0.69566 0.11 0.01 -0.02 -0.21
C 2.81707 1.30501 -0.68218 -0.22 0.11 0.05 -0.21
N -0.75278 2.02411 -0.05271 0.27 0.74 0.17 -0.24
N -1.75086 1.16644 -0.13848 0.01 -0.65 -0.20 -0.30
H -2.84962 -4.59383 1.60301 0.25 0.16 -0.14 0.15
H 0.68724 -0.75696 -1.03413 0.13 -0.20 -0.07 0.24
H 0.83352 3.93457 0.05083 -0.06 0.09 0.02 0.23
H 3.02561 5.08516 0.02649 0.00 0.08 0.02 0.21
H 5.07894 3.80393 -0.45485 0.07 0.04 0.00 0.21
H 4.93912 1.38387 -0.90427 0.06 -0.04 -0.01 0.21
H 2.76809 0.24469 -0.87566 -0.01 -0.13 -0.02 0.21
H -2.69388 1.45343 0.07639 0.17 -0.01 -0.03 0.42

---

3.
43
Properties=species:S:1:pos:R:3:forces:R:3:nbo_charge:R:1 method="wB97M-V/def2-TZVPD" orbital_gap_ev=7.20 e_lumo_ev=2.69 e_tot_ev=-83486.5111 de_lowest_kcal_mol=0.0 homo_energy_ev=-4.509 total_charge=-1
Au 0.26974 0.53315 -0.28800 0.50 0.77 -0.07 0.66
Cl 4.65361 -1.86906 -0.24740 0.72 0.20 0.04 0.00
C 3.23084 -2.51720 -0.93040 -1.45 -0.55 -0.44 -0.19
C 3.20964 -3.83377 -1.45230 -1.61 1.05 0.71 -0.21
C 2.00035 -4.42859 -1.76235 0.20 -0.13 0.01 -0.08
Cl 1.97640 -6.17466 -1.81340 0.09 -0.37 -0.50 -0.06
C 0.76702 -3.74958 -1.78701 1.18 1.39 0.54 -0.10
C -0.47239 -4.30718 -2.20373 -0.23 0.48 0.28 -0.17
C -1.60322 -3.53019 -2.12159 1.33 1.28 0.56 -0.26
C -1.47152 -2.19984 -1.48415 -0.31 -1.49 -0.87 0.06
N -0.32068 -1.68595 -1.10010 -1.03 -1.31 -1.12 -0.45
C 0.84930 -2.37396 -1.33965 -1.90 -1.07 0.68 0.06
C 2.03262 -1.74590 -0.80328 1.07 -0.40 -0.99 0.43
O 2.04747 -0.55062 -0.34624 0.10 -0.16 0.29 -0.76
H 4.06543 -4.45208 -1.50255 0.93 -0.28 0.19 0.22
H -0.45035 -5.34130 -2.54855 -0.24 0.33 -0.07 0.22
H -2.54782 -3.83913 -2.54946 -0.07 -0.05 0.30 0.21
H -2.45247 -1.68746 -1.34570 1.21 0.19 0.20 0.20
Cl -0.85433 -0.17710 5.09719 1.12 0.36 -0.58 -0.03
C 0.48195 0.63069 4.22050 -1.10 1.10 -0.57 -0.04
C 1.81485 0.44836 4.48322 0.50 -1.10 0.63 -0.21
C 2.76998 1.18149 3.76814 -0.60 -0.72 0.29 -0.25
C 2.35920 2.06579 2.81940 -0.95 0.72 0.02 0.03
N 1.06982 2.32484 2.62373 -0.72 -0.19 -0.28 -0.39
C 0.14419 1.62309 3.25864 0.77 -0.45 0.50 0.03
H 2.14281 -0.33321 5.19806 -0.27 0.71 -0.42 0.22
H 3.79604 1.00876 3.93955 1.00 -0.21 0.19 0.21
H 2.97657 2.68101 2.19608 0.77 -0.05 -0.02 0.20
H -0.86028 1.86668 2.97626 -0.56 -0.14 0.14 0.22
C -1.06905 3.81719 -1.05645 -0.01 -2.58 -0.20 -0.65
C -2.04033 2.56100 -0.88371 0.84 0.75 0.42 0.14
O -1.49407 1.49047 -0.23028 -1.24 0.95 -0.11 -0.87
C -3.24846 3.05156 0.00977 1.29 -1.08 0.29 0.95
F -3.89224 4.11186 -0.44587 -0.59 0.78 -0.78 -0.33
F -2.74291 3.42100 1.20711 0.12 0.06 0.13 -0.34
F -4.15183 2.10547 0.27172 -0.22 -0.17 -0.14 -0.32
C -2.47645 2.09859 -2.31705 -1.68 -0.92 1.22 0.95
F -3.51454 1.16700 -2.17232 1.18 0.72 -0.49 -0.36
F -1.45617 1.48823 -2.90825 -0.26 0.16 -0.38 -0.31
F -2.98549 3.03406 -3.15800 0.55 -0.12 0.37 -0.34
H -0.54980 3.95765 -0.10879 0.03 -0.07 -0.13 0.24
H -1.63837 4.67976 -1.31775 -0.15 0.73 -0.49 0.21
H -0.36506 3.44906 -1.84503 -0.32 0.87 0.65 0.22

---

4.
179
Properties=species:S:1:pos:R:3:forces:R:3:lowdin_charge:R:1 method="wB97M-V/def2-TZVPD" orbital_gap_ev=8.33 e_lumo_ev=-2.20 e_tot_ev=-205812.2616 homo_energy_ev=-10.535 total_charge=+1
C -0.57758 -5.05258 -3.10771 0.84 1.08 0.69 -0.13
C 0.92233 -5.50524 -3.53462 -1.29 -1.17 -0.01 -0.25
C 1.87042 -5.86825 -2.29410 1.15 0.03 -0.63 -0.20
C 2.71608 -4.63871 -1.69826 -1.80 0.95 -0.72 -0.20
C 1.73033 -3.81087 -0.69722 1.64 -0.54 0.19 -0.19
C 2.51543 -2.52250 -0.09332 1.04 -1.07 -0.17 -0.20
C 2.11110 -1.12024 -0.68765 1.82 -0.11 -0.23 -0.15
C 0.76755 -0.35806 -0.44180 -1.08 2.48 -0.10 -0.31
C 0.68214 0.57979 -1.78868 -0.41 -1.65 -0.53 -0.21
C 1.97739 1.43619 -2.12739 0.30 -0.57 -1.15 -0.62
C 2.66267 0.90529 -3.50722 0.32 1.05 0.50 -0.14
Br 1.37290 3.32575 -2.54496 0.14 -0.74 0.47 0.68
C 0.72586 0.75352 0.75348 0.42 -0.06 0.48 -0.18
C 1.58670 0.37713 2.05666 -0.39 0.50 1.15 -0.20
C 2.47115 1.61603 2.62742 0.32 -1.22 -0.47 -0.40
S 1.97526 1.91080 4.42308 2.02 -0.78 0.32 0.91
C 3.17042 0.79942 5.32884 -1.10 -2.09 -0.61 -0.52
N 2.98180 -0.60792 5.43653 2.96 6.08 0.69 0.04
N 4.11571 -0.98830 6.12976 2.81 3.23 1.30 -0.01
C 4.92929 0.13203 6.44500 -3.30 -1.82 -1.86 -0.06
O 4.33689 1.32030 5.92368 -1.44 -3.96 -0.26 -0.02
C -0.77733 1.11181 1.25148 1.84 1.87 1.34 -0.20
C -0.77892 2.69049 1.70983 -1.08 -0.50 1.31 -0.10
C -1.53355 2.77912 3.13557 -0.81 0.15 -0.77 -0.22
C -1.94827 4.26137 3.59648 -0.46 -1.01 1.85 -0.22
C -2.83875 4.06980 4.94876 0.07 -0.62 -0.06 -0.13
N -1.84100 0.97535 0.20682 -0.87 0.34 -0.24 0.08
C -1.94808 -0.39632 -0.43037 0.66 -2.03 -0.71 -0.43
C -2.44658 -0.32223 -1.99841 -1.18 0.16 0.03 -0.14
C -3.65673 0.77101 -2.20450 0.77 -0.97 -0.23 -0.15
O -3.13526 1.84989 -3.07456 -0.69 -0.63 -1.61 -0.11
C -3.16542 1.45616 -4.43787 -1.70 0.13 -1.67 -0.26
O -3.96337 1.87451 -5.29729 2.76 -0.82 3.45 0.07
P -3.56643 -1.27690 0.18337 -2.48 -0.43 0.64 0.99
N -3.98893 -0.71417 1.83361 0.41 -0.39 -1.25 -0.17
O -3.32343 -2.99428 0.20863 -0.24 2.46 0.45 -0.31
C -0.59964 -1.23343 -0.21731 1.38 0.12 -2.51 -0.27
P -0.47840 -2.26419 1.35030 -1.39 -1.20 2.65 0.81
O -1.46282 -1.98121 2.48814 0.83 0.26 -1.82 -0.48
H -0.74859 -5.33437 -2.00187 0.03 0.25 -1.76 0.07
H -1.39389 -5.50022 -3.76729 1.17 0.60 0.89 0.07
H -0.62842 -3.89234 -3.15844 -0.28 -2.06 0.13 0.03
H 0.78169 -6.48575 -4.12465 0.38 1.67 0.98 0.10
H 1.38149 -4.77067 -4.28750 -0.49 -0.98 1.33 0.09
H 2.63935 -6.63621 -2.68619 -1.31 1.05 0.62 0.10
H 1.25159 -6.35855 -1.47202 0.79 0.54 -1.05 0.11
H 3.70601 -4.91968 -1.21417 -1.45 0.29 -0.42 0.09
H 2.89197 -3.91186 -2.58201 0.14 -1.19 1.35 0.10
H 1.50319 -4.54235 0.15778 -0.17 1.18 -1.26 0.11
H 0.82900 -3.54222 -1.33636 0.93 -0.32 1.13 0.08
H 3.60051 -2.70214 -0.46824 -1.70 0.55 0.55 0.10
H 2.65298 -2.58413 1.05211 -0.60 0.24 -1.77 0.10
H 2.28133 -1.25683 -1.82777 -0.59 0.22 1.76 0.12
H 2.97511 -0.40768 -0.37924 -1.46 -0.95 -0.41 0.14
H -0.23053 1.24245 -1.83954 1.09 -0.64 0.29 0.06
H 0.56489 -0.19486 -2.64276 0.08 1.35 1.18 0.10
H 2.73827 1.55007 -1.29033 -1.13 -0.17 -1.11 0.09
H 3.14889 1.79637 -4.02865 -0.60 -1.18 0.73 0.06
H 3.49271 0.14410 -3.31422 -1.56 0.91 -0.19 0.06
H 1.85160 0.51041 -4.20247 1.16 0.31 1.01 0.09
H 1.14105 1.78110 0.41790 -0.54 -1.85 -0.02 0.12
H 2.27839 -0.51785 1.94954 -0.97 1.15 -0.25 0.09
H 0.85573 0.11336 2.91356 1.15 0.17 -1.39 0.09
H 2.37265 2.57234 2.01713 0.06 -1.16 1.20 0.04
H 3.57817 1.32392 2.59937 -1.58 0.60 0.15 0.10
H 5.92410 0.21751 6.98057 -1.61 -0.32 -0.74 0.14
H -1.11086 0.53553 2.17568 0.40 0.22 -1.52 0.14
H -1.40300 3.33247 0.98121 1.24 -0.88 0.84 0.12
H 0.27099 3.10086 1.86684 -1.38 -0.54 -0.69 0.11
H -2.52454 2.18650 3.03061 1.42 0.85 0.20 0.12
H -0.92810 2.21711 3.93062 -0.75 1.00 -1.04 0.09
H -2.63234 4.79081 2.85678 1.31 -0.68 0.72 0.09
H -1.04198 4.88082 3.91949 -1.17 -0.76 -0.92 0.11
H -3.90003 3.69497 4.69625 1.64 0.80 0.33 0.07
H -2.90955 5.02779 5.56140 -0.03 -1.36 -0.97 0.07
H -2.38822 3.23758 5.61119 -0.46 1.37 -0.99 0.08
H -1.74963 1.74760 -0.49295 0.25 -0.83 0.33 0.17
H -2.74189 1.22125 0.68645 0.63 -0.40 -0.15 0.15
H -1.65256 -0.08104 -2.75427 -0.51 -0.22 1.10 0.08
H -2.91761 -1.32475 -2.33282 1.05 1.31 1.00 0.12
H -4.53911 0.31641 -2.76100 1.07 0.35 1.13 0.12
H -4.01921 1.21589 -1.21912 0.40 -0.32 -1.61 0.10
H -2.40588 0.64943 -4.76088 -0.82 1.14 0.83 0.16
H -4.71522 0.02366 1.73996 0.37 -1.09 -0.01 0.03
H -4.34837 -1.50614 2.38861 0.48 0.68 -0.06 0.04
H -4.20768 -3.34128 -0.08175 0.88 0.48 -0.01 0.03
H -0.58551 -1.98332 -1.10163 -0.24 0.92 1.50 0.13
H 0.81671 -2.22915 1.99809 -0.56 0.17 -1.26 0.04
H -0.64924 -3.65326 0.96460 0.38 1.07 -0.27 0.04
O -2.19626 4.60573 -5.16257 -0.11 0.00 0.23 -0.05
H -2.64699 3.75280 -5.20384 -0.04 0.19 -0.13 0.00
H -2.90657 5.23557 -4.99351 0.09 -0.06 -0.26 0.03
O 2.59175 -6.63127 -5.49534 0.10 0.05 -0.55 -0.07
H 2.22384 -6.86187 -6.35703 0.10 -0.05 0.12 0.05
H 3.19031 -5.89617 -5.68677 0.30 -0.30 0.10 0.03
O 3.46538 4.04050 1.03620 -0.20 -0.29 0.16 -0.08
H 3.10407 3.80554 0.17273 0.19 0.38 -0.05 0.00
H 4.04442 4.78983 0.84861 -0.04 -0.15 -0.15 0.02
O -4.21762 4.41845 0.93927 0.23 -0.13 -0.33 -0.06
H -4.58159 4.18760 0.07415 -0.06 0.04 0.10 0.03
H -3.62228 5.15586 0.75110 -0.15 0.02 0.04 0.05
O 3.97290 5.43406 -1.34222 0.16 0.05 0.06 -0.08
H 3.60909 5.19549 -2.20767 0.17 0.14 -0.07 -0.03
H 4.55111 6.18290 -1.53141 -0.20 -0.02 -0.02 0.05
O -3.90626 6.43975 -2.51788 0.01 -0.23 -0.28 -0.05
H -3.30347 5.85322 -2.99361 0.03 0.07 0.21 0.01
H -4.53754 6.72334 -3.19083 0.01 0.06 0.19 0.04
O -0.31521 -1.99357 -4.27821 -0.01 0.34 -0.28 -0.07
H 0.27859 -2.59041 -4.75272 0.01 0.00 0.17 0.04
H -0.95258 -1.71714 -4.94844 0.06 -0.11 0.06 0.05
O 4.22038 5.54899 -4.08891 -0.14 -0.15 -0.34 -0.07
H 4.82663 4.96384 -4.56230 0.06 0.13 0.09 0.05
H 3.57582 5.81193 -4.76081 -0.07 0.00 -0.08 0.03
O -3.28794 -4.01947 4.40372 -0.10 -0.02 -0.40 -0.05
H -2.71801 -4.68935 4.00406 0.04 0.11 0.09 0.05
H -2.95779 -3.18549 4.04137 0.10 -0.01 -0.01 0.03
O -7.36444 0.28750 -2.46366 0.22 -0.02 -0.33 -0.06
H -7.72409 0.05335 -3.32839 -0.08 0.00 0.17 0.05
H -6.77171 1.02790 -2.64822 -0.16 0.04 0.14 0.02
O 2.14729 5.75907 -6.53717 -0.12 -0.05 0.25 -0.05
H 1.70916 4.89917 -6.56089 0.07 0.10 -0.01 0.04
H 1.42967 6.38232 -6.36737 0.11 -0.03 -0.07 0.05
O 6.33436 0.19505 9.74989 -0.23 0.18 -0.32 -0.06
H 5.40687 -0.05987 9.66545 0.12 -0.05 0.13 0.03
H 6.32441 1.15446 9.64293 0.06 -0.10 0.15 0.04
O -6.20636 -5.03445 3.54853 0.25 -0.08 -0.29 -0.06
H -5.26582 -4.91111 3.73719 -0.02 0.26 0.17 -0.01
H -6.27199 -4.90528 2.59465 -0.09 -0.03 0.14 0.03
O -5.22690 -3.01950 -1.82039 0.23 -0.05 0.02 -0.09
H -4.62406 -3.61242 -2.29226 -0.33 0.05 -0.20 0.02
H -5.86375 -2.75300 -2.49300 0.01 -0.08 0.20 0.04
O 5.55716 -4.31064 0.28365 0.24 0.16 0.02 -0.06
H 5.67585 -3.36530 0.43752 -0.05 -0.13 0.00 0.03
H 6.36620 -4.70731 0.63066 -0.14 -0.04 -0.03 0.05
O 3.01132 -4.07478 5.88579 -0.16 0.15 0.04 -0.08
H 3.39634 -3.20768 6.07047 0.08 -0.03 -0.01 -0.02
H 2.09831 -3.99397 6.18652 0.13 -0.06 -0.04 0.03
O 6.81778 4.69110 -3.30582 -0.03 -0.03 0.26 -0.06
H 7.52136 4.58353 -2.65449 -0.05 -0.01 -0.15 0.05
H 6.06213 4.99548 -2.78564 0.06 -0.05 -0.03 0.00
O 3.52818 -2.04110 -4.04920 0.09 -0.05 -0.19 -0.07
H 4.47005 -1.90916 -3.87409 0.13 -0.14 0.05 0.02
H 3.44715 -1.90723 -5.00167 0.03 -0.06 0.11 0.06
O -3.20480 -6.05358 6.25906 -0.27 0.10 0.16 -0.07
H -3.53323 -6.17215 7.15817 0.10 -0.13 -0.14 0.04
H -3.62646 -5.23469 5.96068 0.22 -0.02 0.02 0.00
O 5.41667 -5.59257 -3.57952 0.03 0.06 0.18 -0.05
H 5.27997 -4.79012 -3.06033 -0.01 -0.10 -0.06 0.02
H 5.17948 -6.30565 -2.97400 0.00 0.06 -0.12 0.04
O -4.88075 -4.46362 -4.23301 -0.07 -0.22 -0.19 -0.05
H -4.77044 -5.42165 -4.17911 0.04 0.11 0.00 0.06
H -5.64999 -4.34918 -4.80486 0.11 0.00 0.05 0.05
O 6.64026 4.69771 1.77250 -0.10 0.08 0.13 -0.06
H 6.49155 5.49597 2.29462 0.05 -0.11 -0.04 0.04
H 6.42071 3.97902 2.37771 -0.03 0.10 -0.10 0.03
O 6.66398 -1.41215 -3.16031 -0.03 0.19 0.15 -0.05
H 6.76781 -0.46430 -3.00868 -0.02 -0.10 -0.08 0.04
H 7.48020 -1.79505 -2.81600 -0.13 -0.08 -0.12 0.05
O -5.23899 5.99292 5.09570 -0.07 0.03 -0.22 -0.07
H -6.16507 5.73861 4.99450 0.08 0.10 0.01 0.03
H -5.24779 6.95166 4.98147 -0.17 -0.09 0.18 0.02
O -6.66690 4.15871 2.76070 -0.02 -0.06 0.03 -0.06
H -5.72380 4.27485 2.93576 -0.08 0.08 -0.09 0.00
H -6.74449 4.29570 1.81047 0.13 0.06 0.18 0.01
O 5.51092 -6.11923 -6.60141 0.16 -0.15 -0.27 -0.06
H 6.28510 -6.30706 -6.05663 -0.23 0.14 0.16 0.03
H 5.57239 -6.75864 -7.32150 -0.05 0.11 0.07 0.04
O -6.58985 2.08814 -0.33597 0.00 0.01 0.01 -0.06
H -7.04333 1.23434 -0.35874 0.04 0.05 -0.08 0.03
H -7.30063 2.72050 -0.17434 0.09 -0.09 0.00 0.05
O 3.76355 5.09408 5.00861 -0.18 -0.03 0.04 -0.07
H 3.30361 4.24428 4.98550 0.05 0.03 -0.06 -0.04
H 3.06452 5.73385 5.18969 0.15 -0.04 -0.02 0.04
O -3.35996 -7.08887 2.18340 0.05 0.31 0.23 -0.06
H -2.66946 -7.20224 2.84854 -0.10 -0.14 -0.08 0.04
H -4.11992 -6.77043 2.68799 0.00 -0.19 -0.05 0.02
O -6.93434 8.34429 6.02419 -0.17 0.21 0.05 -0.05
H -7.25273 8.22061 6.92673 0.12 -0.07 -0.11 0.05
H -7.35384 9.16508 5.73844 0.08 -0.12 -0.01 0.04

---

5.
8
Properties=species:S:1:pos:R:3:forces:R:3:nbo_charge:R:1 method="wB97M-V/def2-TZVPD" orbital_gap_ev="7.21 / 10.91" e_lumo_ev="-18.99 / -19.38" e_tot_ev=-42785.4623 s2=8.7711 homo_energy_ev="-26.202 / -30.289" spin_multiplicity=6 total_charge=+3
C 0.68119 -0.08751 0.85382 -1.17 -1.05 -1.55 0.02
C -0.21979 -0.85859 0.06958 -0.31 0.66 -1.21 -0.81
H -1.21198 -1.03450 0.54059 -0.34 -0.24 0.38 0.46
H 0.13221 -1.80223 -0.37455 0.18 -0.44 0.36 0.40
Co 2.39238 0.67989 1.30510 2.04 0.48 1.23 1.82
C -0.73002 0.09709 -1.15633 0.47 2.08 1.96 1.01
O -0.74650 1.32091 -1.05925 0.61 -1.55 0.45 -0.47
H -0.29750 1.68495 -0.17895 -1.49 0.05 -1.62 0.57